Entry from the Open Molecules 2025 dataset: C65H42ClF2I2N4O7PbS2 as an isolated structure (the ωB97M-V functional and the def2-TZVPD basis).

## Properties
DFT total energy = -5492.53979 a.u.
LUMO = 1.8985 eV
Highest occupied orbital energy = -4.981 eV
Molecular weight = 1589.66 g mol⁻¹
Gap between HOMO and LUMO = 6.8794 eV

The geometry in ORCA input format:
```
! RIJCOSX wB97M-V def2-TZVPD def2/J DEFGRID3
* xyz -1 1
Pb -0.23 0.35 1.95
F -5.72 -0.88 2.91
C -4.85 0.02 2.39
C -3.49 -0.19 2.49
C -2.58 0.73 1.99
C -3.09 1.88 1.38
C -4.46 2.04 1.26
F -4.97 3.13 0.61
C -5.37 1.13 1.76
C -2.18 2.96 0.84
C -2.56 4.39 1.29
C -2.16 5.28 0.18
C -1.21 5.06 1.35
C -0.25 3.94 1.36
N -0.77 2.79 1.21
H -3.13 -1.10 2.97
H -6.43 1.29 1.65
H -3.38 4.57 1.97
H -2.56 6.29 0.11
H -1.01 5.93 1.97
H 0.81 4.04 1.56
C 8.43 -1.92 -1.10
C 7.08 -1.30 -0.89
C 6.61 -0.98 0.38
C 5.36 -0.41 0.56
C 4.56 -0.17 -0.54
C 5.02 -0.45 -1.82
C 6.27 -1.01 -1.99
S 2.88 0.51 -0.38
O 2.58 1.00 -1.75
C 2.17 -1.17 -0.27
C 2.53 -1.91 0.89
C 2.20 -3.22 1.00
C 1.50 -3.87 -0.05
C 1.21 -5.25 0.02
C 0.61 -5.89 -1.03
C 0.26 -5.17 -2.18
C 0.46 -3.82 -2.24
C 1.10 -3.13 -1.19
C 1.42 -1.73 -1.27
C 0.98 -0.97 -2.48
C 1.62 -1.28 -3.73
C 2.73 -2.16 -3.79
C 3.33 -2.46 -4.98
C 2.85 -1.90 -6.18
C 1.79 -1.03 -6.15
C 1.16 -0.70 -4.93
C 0.07 0.19 -4.89
C -0.53 0.49 -3.70
C -0.07 -0.07 -2.48
S -1.03 0.42 -1.03
O -4.53 -0.91 0.14
C -0.94 2.20 -1.25
C -2.13 3.00 -0.76
C -2.07 4.52 -1.14
C -0.89 4.98 -1.94
C -0.95 6.38 -2.47
C 0.16 4.18 -2.15
C 0.13 2.77 -1.80
H 8.98 -1.99 -0.16
H 9.02 -1.33 -1.80
H 8.32 -2.92 -1.52
H 7.24 -1.18 1.25
H 5.01 -0.15 1.56
H 4.39 -0.21 -2.66
H 6.63 -1.24 -2.98
H 3.08 -1.41 1.67
H 2.48 -3.78 1.88
H 1.47 -5.79 0.92
H 0.41 -6.95 -0.98
H -0.19 -5.69 -3.02
H 0.14 -3.27 -3.12
H 3.11 -2.60 -2.88
H 4.17 -3.14 -5.01
H 3.32 -2.16 -7.12
H 1.42 -0.59 -7.07
H -0.30 0.62 -5.81
H -1.36 1.18 -3.66
H -3.05 2.56 -1.15
H -2.98 4.78 -1.68
H -1.92 6.57 -2.95
H -0.17 6.55 -3.21
H -0.82 7.12 -1.67
H 1.03 4.54 -2.67
H 1.00 2.19 -2.05
I 4.78 3.08 3.20
C 2.88 3.48 4.01
C 2.68 4.58 4.83
C 1.43 4.81 5.36
I 1.16 6.56 6.52
C 0.36 3.92 5.13
C -0.92 4.04 5.71
C -1.87 3.09 5.46
C -1.58 2.03 4.60
N -0.41 1.91 4.00
C 0.57 2.80 4.26
C 1.86 2.57 3.63
O 2.06 1.64 2.82
H 3.49 5.25 5.05
H -1.13 4.88 6.35
H -2.85 3.16 5.92
H -2.31 1.27 4.38
O -1.62 -5.68 4.22
C -2.71 -5.52 3.50
O -3.69 -6.23 3.64
C -2.68 -4.46 2.46
C -3.55 -4.38 1.40
Cl -4.85 -5.39 0.95
N -3.23 -3.29 0.67
N -2.18 -2.64 1.20
C -1.84 -3.32 2.29
C -0.68 -2.91 3.18
O -0.10 -3.85 3.78
O -0.38 -1.70 3.31
C -3.73 -2.98 -0.63
C -3.62 -3.92 -1.64
C -3.99 -3.62 -2.94
C -4.50 -2.36 -3.22
C -4.67 -1.43 -2.21
C -4.31 -1.74 -0.90
H -0.92 -4.98 4.00
H -3.22 -4.90 -1.41
H -3.88 -4.35 -3.73
H -4.78 -2.10 -4.23
H -5.09 -0.46 -2.43
H -4.73 -0.02 -0.18
*
```

These are the Löwdin partial charges, in e, on atoms 1 to 4:
1. Pb 1.3782
2. F 0.0716
3. C -0.2979
4. C -0.0799

***

Entry from the Open Molecules 2025 dataset: C65H46AsBr4ClIN4O5SSbSr as an isolated structure (the ωB97M-V functional and the def2-TZVPD basis).

## Properties
Energy relative to the best compared isomer or geometry (same formula, charge and spin) = 71.3 kJ/mol
DFT total energy = -17058.85756 a.u.
LUMO = 3.4455 eV
Highest occupied orbital energy = -1.296 eV
Molecular weight = 1761.45 g mol⁻¹
Gap between HOMO and LUMO = 4.7414 eV

The geometry in ORCA input format:
```
! RIJCOSX wB97M-V def2-TZVPD def2/J DEFGRID3
* xyz -2 1
Sr -0.43 0.26 1.53
C 0.20 -2.36 -2.50
C -0.33 -1.48 -1.42
N 0.35 -1.00 -0.46
N 1.73 -1.22 -0.38
C 2.24 -0.97 0.82
O 1.66 -0.93 1.96
C 3.73 -0.78 0.79
C 4.51 -1.11 -0.31
C 5.88 -0.91 -0.26
C 6.48 -0.37 0.87
C 5.70 -0.04 1.97
C 4.33 -0.26 1.93
C -1.78 -1.04 -1.47
C -2.66 -1.59 -2.39
C -3.97 -1.12 -2.43
C -4.36 -0.12 -1.56
C -3.42 0.36 -0.65
N -2.18 -0.08 -0.61
H 1.28 -2.47 -2.37
H -0.01 -1.96 -3.49
H -0.25 -3.36 -2.45
H 4.03 -1.50 -1.19
H 6.49 -1.16 -1.12
H 7.55 -0.19 0.89
H 6.15 0.41 2.85
H 3.70 0.00 2.78
H -2.33 -2.37 -3.07
H -4.68 -1.53 -3.15
H -5.36 0.28 -1.56
H -3.67 1.14 0.07
Br -5.71 4.00 5.24
C -4.44 3.48 3.91
C -4.21 4.24 2.80
Br -5.18 5.86 2.52
C -3.23 3.84 1.86
Br -2.90 4.88 0.30
C -2.44 2.69 2.00
O -1.53 2.33 1.19
C -2.75 1.83 3.17
O -2.14 0.71 3.32
C -3.71 2.29 4.08
Br -4.00 1.13 5.57
Cl 5.17 4.54 4.22
C 4.03 3.72 3.16
C 4.28 3.64 1.83
C 3.40 2.99 0.95
I 3.91 2.84 -1.05
C 2.21 2.36 1.37
O 1.44 1.73 0.62
C 1.96 2.48 2.84
N 0.82 1.90 3.31
C 0.53 1.97 4.58
C 1.36 2.61 5.52
C 2.52 3.19 5.08
C 2.85 3.14 3.70
H 5.19 4.08 1.43
H -0.41 1.50 4.87
H 1.07 2.64 6.56
H 3.19 3.69 5.76
S 0.06 2.11 -2.15
Sb -0.62 2.10 -4.23
C 0.49 3.38 -5.49
C 0.24 3.52 -6.85
C 1.03 4.35 -7.62
C 2.08 5.05 -7.03
C 2.33 4.91 -5.68
C 1.53 4.08 -4.90
C -0.52 0.33 -5.36
C 0.68 -0.03 -5.97
C 0.80 -1.24 -6.63
C -0.28 -2.11 -6.69
C -1.48 -1.76 -6.09
C -1.60 -0.55 -5.43
C -2.65 2.62 -4.33
C -3.24 2.88 -3.11
C -4.59 3.21 -3.05
C -5.34 3.26 -4.22
C -4.75 2.99 -5.44
C -3.40 2.67 -5.50
H -0.57 2.96 -7.32
H 0.84 4.46 -8.68
H 2.70 5.70 -7.63
H 3.15 5.45 -5.22
H 1.73 3.96 -3.84
H 1.54 0.63 -5.92
H 1.74 -1.52 -7.10
H -0.19 -3.06 -7.20
H -2.33 -2.44 -6.13
H -2.54 -0.29 -4.95
H -2.66 2.84 -2.20
H -5.04 3.42 -2.09
H -6.39 3.51 -4.17
H -5.34 3.03 -6.35
H -2.95 2.44 -6.46
O -1.33 -1.96 1.71
As -0.17 -2.80 2.60
C 0.25 -1.98 4.30
C 1.53 -1.90 4.85
C 1.70 -1.35 6.11
C 0.60 -0.86 6.81
C -0.66 -0.91 6.24
C -0.85 -1.48 4.98
C -1.23 -4.32 3.24
C -2.58 -4.36 2.93
C -3.35 -5.43 3.38
C -2.78 -6.44 4.13
C -1.42 -6.39 4.45
C -0.65 -5.33 4.00
C 1.15 -3.80 1.62
C 2.51 -3.82 1.89
C 3.36 -4.61 1.11
C 2.84 -5.35 0.07
C 1.48 -5.33 -0.21
C 0.63 -4.55 0.57
H 2.39 -2.23 4.30
H 2.69 -1.28 6.54
H 0.73 -0.41 7.78
H -1.52 -0.48 6.74
H -1.83 -1.45 4.52
H -3.01 -3.55 2.35
H -4.41 -5.46 3.14
H -3.38 -7.27 4.48
H -0.97 -7.18 5.04
H 0.40 -5.29 4.25
H 2.93 -3.20 2.66
H 4.42 -4.60 1.31
H 3.51 -5.95 -0.55
H 1.08 -5.90 -1.03
H -0.43 -4.52 0.35
*
```

These are the Löwdin partial charges, in e, on atoms 1 to 4:
1. Sr 1.4535
2. C -0.0240
3. C -0.3038
4. N -0.0421

***

Among the records above, which one has the highest LUMO? C65H46AsBr4ClIN4O5SSbSr

***

Look up the gap between HOMO and LUMO of the first one. 6.8794 eV

***

Number 1 is which compound? C65H42ClF2I2N4O7PbS2